Formula: C7H10
Source: OMol25
Level of theory: ωB97M-V with the def2-TZVPD basis set

Properties
- Kohn-Sham gap: 0.3239 Eh
- Total energy: -272.5409 Ha
- ΔE to the lowest compared entry with this formula, charge and spin: 4.818 eV

Last column: Löwdin charge in e.
Cartesian coordinates (Å):
H1 -1.27 -1.06 1.00  0.102
C1 -1.36 -0.52 0.06  -0.139
C2 -0.30 0.95 -1.19  -0.277
H2 2.57 -0.51 1.39  0.076
H3 -2.13 1.61 -0.06  0.113
H4 0.97 -0.03 1.93  0.073
H5 -0.70 1.46 -2.07  0.128
H6 -0.72 1.41 0.99  0.103
H7 -0.16 -1.35 -1.68  0.130
C3 -0.18 -0.57 -0.91  -0.223
C4 0.96 1.32 -0.49  0.131
C5 1.15 -0.18 -0.23  -0.375
H8 1.23 -1.68 1.35  0.080
C6 1.50 -0.63 1.19  -0.069
C7 -1.23 1.02 0.10  -0.115
H9 -2.30 -0.81 -0.43  0.111
H10 1.96 -0.42 -0.93  0.151

=====

Formula: C7H10
Source: OMol25
Level of theory: ωB97M-V with the def2-TZVPD basis set

Properties
- Kohn-Sham gap: 0.3065 Eh
- Total energy: -272.5301 Ha
- ΔE to the lowest compared entry with this formula, charge and spin: 5.112 eV

Last column: Löwdin charge in e.
Cartesian coordinates (Å):
C1 1.30 -0.64 -0.23  -0.222
H1 -2.10 -1.19 -0.46  0.098
C2 -1.20 0.57 0.58  -0.274
C3 1.23 0.84 0.29  -0.262
H2 -1.25 0.40 1.67  0.130
C4 -0.03 1.50 0.49  0.067
C5 -1.15 -0.73 -0.18  -0.139
H3 2.15 -0.86 -0.86  0.135
C6 1.58 -0.35 1.19  -0.056
H4 -2.13 1.11 0.36  0.085
H5 0.03 -2.14 -1.22  0.105
H6 0.84 -0.65 1.93  0.114
H7 -2.00 1.52 -2.28  0.047
C7 0.00 -1.25 -0.60  -0.081
H8 -1.96 0.78 -2.28  0.029
H9 2.09 1.46 0.04  0.113
H10 2.61 -0.36 1.54  0.110

=====

Formula: C7H10
Source: OMol25
Level of theory: ωB97M-V with the def2-TZVPD basis set

Properties
- Structure (SMILES): C1C2C[C@H]3[C@@H]1[C@H]3C2
- Kohn-Sham gap: 0.3940 Eh
- Total energy: -272.6325 Ha
- ΔE to the lowest compared entry with this formula, charge and spin: 2.328 eV

Last column: Löwdin charge in e.
Cartesian coordinates (Å):
H1 2.24 -0.61 0.63  0.115
H2 0.05 -1.87 0.97  0.122
H3 1.15 2.05 -0.38  0.136
C1 1.28 -0.28 0.37  -0.161
C2 -1.06 -0.13 0.34  -0.408
H4 -2.14 -0.18 0.56  0.146
H5 -0.83 -1.95 -0.70  0.118
H6 -1.55 -0.51 -1.79  0.161
C3 0.05 -0.75 1.23  -0.082
C4 -0.75 -0.85 -0.95  -0.114
C5 -0.71 1.25 0.25  -0.167
C6 0.77 1.03 -0.23  -0.171
H7 0.27 -0.51 2.27  0.111
H8 -0.86 1.93 1.10  0.120
C7 0.71 -0.26 -1.01  -0.206
H9 -1.28 1.80 -0.56  0.134
H10 1.20 -0.20 -2.02  0.146